Computed, not measured: a 2-piece molecular cluster, C3H11NOS2 overall in a non-equilibrium geometry, with ωB97M-V/def2-TZVPD.

Calculated values
- Multiplicity: 1
- HOMO energy: -8.810 eV
- SMILES string: NCCCSS.O
- LUMO level: 0.502 eV
- Max |F|: 1.2 eV Å⁻¹

```
18
Properties=species:S:1:pos:R:3:forces:R:3
H -0.856002 -0.070046 -1.308808 -0.3 0.2 0.2
H 2.181444 0.523866 0.560723 0.0 0.0 0.0
H -3.085684 2.615510 -1.042066 -0.1 -0.1 -0.1
C 1.454397 0.148584 1.296742 -0.2 -0.3 -0.1
H 1.953073 -0.660965 1.835488 0.0 0.0 0.0
H 1.872659 1.303433 2.890509 -0.1 -0.1 0.1
H 0.848430 2.053587 1.911115 -0.2 -0.3 -0.3
C 0.261355 -0.433775 0.533368 -0.3 0.9 -0.5
O -0.863832 -3.445924 -2.327858 0.0 0.1 0.0
N 1.068714 1.139614 2.292870 0.4 0.3 0.5
H -1.146763 -2.534121 -2.206505 0.0 0.0 0.0
H -0.620871 -0.566695 1.167109 0.2 0.1 0.2
C -0.120946 0.441624 -0.681371 0.4 -1.0 -0.6
H 0.509724 -1.414145 0.139479 0.2 -0.2 -0.1
H -0.847868 -3.571455 -3.281305 0.0 0.0 0.0
S -0.657560 2.132249 -0.376141 -0.2 0.0 0.1
H 0.731990 0.501276 -1.372433 0.1 0.3 0.3
S -2.682261 1.837384 -0.030916 0.2 0.2 0.2
```
Forces are in eV/Å.

Computed, not measured: one molecule with the formula CH2N4O in a non-equilibrium geometry, with ωB97M-V/def2-TZVPD.

Calculated values
- Multiplicity: 1
- HOMO energy: -10.160 eV
- SMILES string: O=c1[nH]nn[nH]1
- LUMO level: 0.765 eV
- Max |F|: 6.5 eV Å⁻¹

```
8
Properties=species:S:1:pos:R:3:forces:R:3
N 0.724455 -1.253159 0.218783 -2.5 -0.2 0.8
N 1.068181 0.139737 0.249968 4.4 -4.7 -0.9
H -2.002161 0.037310 -0.093322 0.1 0.0 0.0
N -0.525732 -1.356249 0.048345 0.8 0.3 0.2
H 1.895218 -0.433516 -0.303610 -0.8 3.9 0.6
O -0.132448 2.084738 -0.098245 -0.3 0.0 -0.1
N -1.007243 -0.111206 -0.021332 -0.7 0.5 0.0
C -0.020270 0.892343 -0.000585 -1.0 0.2 -0.6
```
Forces are in eV/Å.

Computed, not measured: a 9-piece molecular cluster, C37H56N8O3 overall in a non-equilibrium geometry, with ωB97M-V/def2-TZVPD.

Calculated values
- Multiplicity: 1
- HOMO energy: -9.197 eV
- SMILES string: O=C1OCCO1.c1ccncc1.c1ccncc1.CCCC#N.CCCC#N.CCCC#N.CCCC#N.CCCC#N.CCCC#N
- LUMO level: 0.195 eV
- Max |F|: 5.6 eV Å⁻¹

```
104
Properties=species:S:1:pos:R:3:forces:R:3
H -0.786533 -4.390571 -0.051512 -0.5 -0.5 0.2
N 3.468857 5.024847 -3.331528 -0.7 -2.2 2.5
H -1.212978 -0.518662 -4.095642 0.2 0.3 0.0
C 1.734369 -4.082646 2.791983 0.4 -0.3 0.2
N 0.837540 0.983283 -2.670193 1.8 -2.2 -0.8
C 1.582302 0.116275 -2.938376 -1.6 1.8 1.2
H 4.650318 -1.318371 -3.083538 0.2 0.4 -0.7
C 1.847804 -3.462817 1.571595 -0.9 -0.5 -1.9
H 0.526411 -5.339832 4.034643 -0.2 -0.3 -0.1
C -0.961997 5.294030 -2.201952 -1.0 -0.3 1.1
C -0.578652 -0.314741 0.388435 -1.5 0.8 -1.1
H 2.712082 -2.859734 1.335583 0.0 0.2 0.1
H -2.068101 -0.174616 4.279232 0.0 0.9 0.1
C -5.851679 -2.629206 2.154659 0.4 0.3 0.3
H -6.567590 -2.228610 2.872368 -0.4 -0.5 0.0
H -2.055549 3.542285 -2.947414 0.2 0.0 0.5
H -1.049972 -1.249078 0.693354 0.5 0.0 0.6
H -1.220232 0.968989 -5.146523 0.0 0.0 0.4
H -2.601993 0.488816 0.554766 0.1 0.1 -0.4
C 5.641149 -2.662795 3.442347 -1.7 0.3 0.2
C 2.480533 4.672518 0.682404 0.8 0.4 -0.7
H 4.071462 0.254848 2.856348 0.0 0.1 -0.4
C -4.729316 -1.697662 2.290324 0.5 -0.3 0.1
H 3.109450 2.283219 -1.898052 0.2 0.0 0.3
N -3.061014 6.816405 -1.953418 -1.2 0.7 0.2
C -3.465202 -1.216360 -2.571822 0.8 -1.5 2.7
C 4.551991 -1.748562 3.318137 1.3 -1.5 -0.1
H -1.498737 1.121638 1.717333 0.0 0.2 0.1
C -1.762215 0.080861 -4.821592 -1.4 -0.3 0.2
H -1.233336 -5.523278 2.159541 0.0 -0.2 0.2
N 0.967413 -3.641502 0.543315 0.9 0.4 1.1
H 3.326929 2.696151 0.511138 -0.5 -0.3 0.0
C 3.995225 -0.495122 -2.798578 -0.7 -1.3 1.3
C -2.142974 6.150764 -2.045122 1.2 -0.5 -0.4
H -5.545664 -3.639657 2.425662 0.2 0.1 0.5
H 1.674467 3.127723 -1.443562 -0.1 0.3 -0.4
H -0.296971 3.566196 -3.176988 -0.1 -0.3 -0.1
H 2.460007 5.615017 0.135251 0.1 0.1 -0.2
C -1.205170 4.167395 -3.219805 1.3 0.3 0.0
H 3.592662 -1.416547 -0.813583 0.2 0.0 -0.1
C -7.511741 -3.692982 0.610134 0.2 -0.6 -0.2
C 2.588607 -0.913484 -3.248388 -0.1 0.7 -0.7
C 0.855506 -0.676415 5.006920 2.2 1.4 0.4
H -0.846425 4.848222 -1.214027 0.1 -0.2 0.1
H 4.363207 3.763555 -0.229766 0.0 0.9 0.3
H -1.096947 3.943276 -5.356929 -0.3 0.1 -0.1
H 3.535688 -2.079831 3.472327 0.0 0.3 0.6
H -1.353473 1.984263 -1.277596 -0.1 -0.5 0.0
H 5.112751 -0.425623 -1.007892 -0.1 -0.2 0.5
C 6.153270 -0.211857 2.507166 0.0 -0.2 -0.8
H -1.218907 -1.999849 3.728146 0.0 -0.7 0.2
C 2.757124 3.237377 -1.506201 0.2 0.5 0.5
C 3.181102 4.250983 -2.490725 0.0 2.0 -2.4
H -0.082432 5.931730 -2.290330 0.1 -0.2 -0.7
H -3.735990 0.889184 -5.106941 0.0 0.2 0.0
C -1.589222 0.878150 0.658737 1.0 -0.2 -0.1
C 4.055989 -0.532931 -1.252499 0.3 1.3 -0.9
O -0.149027 0.247605 4.825305 2.2 1.1 0.6
H -1.908500 2.987222 0.026641 -0.1 -0.1 0.3
H 7.692717 -3.042307 2.928235 0.1 0.0 0.1
N -2.978523 -1.550594 -1.557970 -1.2 0.9 -2.5
O 2.028917 -0.456652 5.154257 -1.2 0.5 -0.4
H -0.481801 -0.455537 -0.688086 -0.1 0.1 -0.3
H -1.918468 -0.523049 -5.715442 0.2 -0.2 -0.1
H -0.245425 2.425532 -0.026120 0.1 0.1 0.1
C 0.779298 -0.111446 0.831341 5.1 0.2 2.3
N 1.914552 -0.003621 1.202140 -5.0 -0.3 -1.7
N 7.139441 -1.093743 2.492824 0.2 -0.5 -0.2
C -1.004571 -1.805270 4.778996 -1.1 -0.6 0.8
H 1.431614 4.453874 0.882533 0.1 -0.6 -0.2
C -1.279155 2.126466 -0.199472 0.0 -0.3 0.2
H -3.946125 -1.583299 -4.589090 0.3 -0.2 0.1
C -1.464511 4.668403 -4.630842 -0.1 -0.2 0.5
H -0.961151 5.619650 -4.803640 -0.2 0.0 -0.2
H -7.096289 -4.687141 0.774887 -0.3 -0.3 -0.2
H -5.567862 -2.799044 0.049722 -0.1 -0.5 -0.1
H 2.340050 -1.887889 -2.827848 -0.3 0.2 0.1
H -3.172914 1.144609 -3.470268 0.2 0.0 0.0
H 2.571451 -3.936838 3.458640 -0.2 -0.1 0.5
C 0.648870 -4.909353 3.051743 -0.4 1.0 -1.2
O 0.369673 -1.890122 5.039016 -0.1 -1.2 0.0
H -1.526913 -2.366684 5.553647 -0.1 -0.9 -0.8
H 4.268655 0.480022 -3.201618 0.2 -0.2 -0.1
C 3.293710 3.599192 -0.098367 -0.2 -0.8 0.4
C 6.876592 -2.335197 2.946743 0.0 1.0 0.3
C -6.393322 -2.693603 0.753708 -0.6 1.4 -0.5
H -5.087757 -0.581829 -3.823541 0.1 0.2 0.5
H 2.931878 4.907254 1.646404 0.1 -0.2 0.0
H -1.891784 -0.277625 5.999423 0.9 0.7 0.5
H 5.447157 -3.573564 3.989401 0.2 -0.4 -0.4
H 3.536510 0.347862 -0.875093 0.0 -0.1 0.4
C -3.191303 0.422254 -4.286338 0.4 0.5 -0.9
C -0.108908 -4.395058 0.789441 1.2 1.2 -0.1
C -1.339568 -0.375366 5.064759 -2.7 -1.2 -1.5
C -0.306476 -4.987936 2.015542 -0.3 -0.8 1.1
H 2.530722 -0.973235 -4.335213 0.2 -0.3 -0.2
H -8.315322 -3.555663 1.333679 0.1 0.2 0.1
N -3.844635 -0.987898 2.472983 -0.1 0.0 -0.1
H -6.807558 -1.717218 0.502337 0.0 0.3 0.0
C 4.841283 -0.502636 2.857414 -0.3 0.7 0.3
H -2.551243 4.749724 -4.652945 0.1 0.5 -0.8
H 6.370369 0.735711 2.036667 0.2 0.4 0.3
H -7.959827 -3.622388 -0.380994 0.1 -0.2 0.0
C -4.017725 -0.788234 -3.846895 0.4 0.1 -0.4
```
Forces are in eV/Å.

Computed, not measured: a 3-piece molecular cluster, C5H8O overall in a non-equilibrium geometry, with ωB97M-V/def2-TZVPD.

Calculated values
- Multiplicity: 1
- HOMO energy: -8.875 eV
- LUMO level: -0.211 eV
- Max |F|: 3.5 eV Å⁻¹

```
14
Properties=species:S:1:pos:R:3:forces:R:3
H 0.321476 2.594945 -1.193964 -0.4 0.6 3.1
H 1.158413 1.254358 0.642040 -0.9 0.7 -0.2
C 0.161135 -0.645228 1.298064 0.2 -0.1 -0.5
O -0.990628 0.935722 -0.038263 -1.0 0.0 0.7
H -0.713070 -0.683001 1.974096 0.3 0.2 -0.3
H -0.248627 -1.661109 -1.971789 0.0 0.2 0.5
C 0.240884 0.672714 0.570317 0.3 -1.1 -1.3
H -0.062440 2.694442 0.438751 0.9 0.4 -3.4
C -0.021142 -1.633018 0.157179 0.2 -1.5 1.5
H -0.461079 0.790458 -2.048248 1.1 0.5 0.8
H -0.053035 -2.704865 0.356382 -0.1 0.3 0.0
C -0.231641 0.372158 -1.048675 -0.1 -0.4 0.7
H 1.046952 -0.881585 1.893908 0.0 0.1 -0.1
C -0.147199 -1.105993 -1.029799 -0.6 0.2 -1.4
```
Forces are in eV/Å.

Computed, not measured: C17H30Br2INO5PS as an isolated structure in a non-equilibrium geometry, with ωB97M-V/def2-TZVPD.

Calculated values
- Net charge: +1
- Multiplicity: 1
- HOMO energy: -12.096 eV
- LUMO level: -3.566 eV
- Max |F|: 3.4 eV Å⁻¹

```
58
Properties=species:S:1:pos:R:3:forces:R:3
H 0.691428 -0.840424 -1.944305 0.3 -0.4 0.5
H 0.416946 0.071993 4.398200 -0.6 -0.1 0.2
H 0.473806 -2.496916 -0.554426 0.4 0.0 -0.2
O 2.106700 4.491431 -0.585164 -0.2 0.6 0.4
S 1.731614 -0.206533 0.605530 0.4 -0.4 0.4
H -0.914731 -1.792808 4.650721 0.3 0.0 0.3
C 0.893538 0.209338 3.431685 0.3 -0.2 -0.2
H 1.935728 -0.867632 -0.549249 -0.3 0.2 -0.1
C 0.972534 2.585929 0.164912 -0.8 0.3 0.3
H -2.840460 -1.314767 -0.826055 0.0 -0.4 -0.2
C -1.606192 -1.085716 2.725071 0.8 -0.9 0.2
I 1.843195 1.514736 -2.719540 0.0 0.0 0.1
C -2.306049 -0.488744 -0.390741 -0.3 0.3 0.9
C -1.432805 -3.303968 -0.209692 0.4 -0.6 0.9
C 2.276988 5.806015 -0.297042 3.2 1.1 0.4
O -1.007249 -4.428780 0.559342 0.4 0.1 -0.2
C 1.919811 -2.114191 -3.941915 1.1 -0.4 1.5
H 1.488390 -0.682551 3.301830 0.2 -0.3 -0.2
H 2.440877 1.308737 4.380445 0.3 0.1 0.3
C -0.811891 -0.770779 -0.319298 0.5 -0.5 -2.0
H -1.972092 -1.610074 1.856647 -0.1 0.2 -0.3
C -0.277487 -1.277887 -4.114348 -0.7 -0.4 -0.5
H -1.596824 -3.023213 3.651327 -0.1 -0.4 -0.1
H -2.002851 -0.449554 -3.120295 -0.2 0.3 -0.1
C 0.759668 3.990292 -0.404216 1.1 -0.1 -0.4
Br -1.786271 2.511124 0.226165 0.2 0.0 0.2
H -2.462392 -0.660023 3.225877 -0.4 0.3 0.0
H -1.691678 -4.677314 1.174258 -0.3 -0.2 0.2
H -2.515231 0.377858 -0.991038 0.0 0.2 -0.3
N -0.032620 0.251411 0.513894 1.3 -1.0 -0.1
H 2.208477 -1.775959 -4.941049 -0.1 0.1 -0.1
H 0.013360 -2.407246 3.263028 0.4 -0.3 0.1
C -0.391997 -2.209919 0.019034 -0.6 -0.1 0.2
C -0.964545 -2.150682 3.633717 -0.4 0.6 -0.2
O 2.730595 -2.296468 -3.057141 -1.3 0.2 -1.2
C 1.761437 1.450236 3.555821 0.0 -0.1 -0.4
H 0.246832 -0.409734 -4.487498 0.4 0.2 0.1
C -0.292099 -0.444510 -1.741358 -0.1 1.5 -0.5
H 0.283988 3.984761 -1.374240 -0.4 0.1 -0.2
H 1.378549 6.433690 -0.314396 -0.2 -0.2 0.1
C -0.089816 1.565360 -0.232475 -0.8 1.2 -0.9
H -1.465904 -3.636763 -1.236170 -0.2 0.2 -0.4
H -2.410249 -3.015110 0.144696 -0.4 0.2 -0.2
H -0.934158 -1.610306 -4.907714 -0.1 -0.2 -0.3
H 2.347741 1.613737 2.661708 0.3 0.1 -0.2
H -0.119521 -2.316872 1.058020 0.2 0.1 0.3
H 1.965491 2.317333 -0.145096 0.2 -0.4 0.2
H -1.448214 -1.985719 -2.560834 -0.2 -0.4 0.0
Br -1.321911 2.070117 -2.937575 0.0 0.0 0.3
P -0.550272 0.378803 2.324895 -1.2 1.4 1.1
H 0.897228 2.690135 1.239171 0.4 -0.2 0.4
H 0.261997 4.630638 0.300994 -0.5 0.2 0.1
H -2.757670 -0.284362 0.568804 -0.2 0.0 0.2
C -0.085036 1.132600 -1.746674 0.3 -0.6 -0.5
O 0.595752 -2.357626 -3.759548 0.7 0.3 0.1
O 3.386349 6.281761 -0.066786 -2.8 -1.4 -0.7
H 1.171740 2.338800 3.733610 -0.2 0.2 0.1
C -1.112546 -1.013685 -2.893523 0.0 -0.2 0.7
```
Forces are in eV/Å.

What is the formula in the third record? C37H56N8O3